Record 1
Here is C4H5NO3 in the gas phase at a distorted geometry from the OMol25 dataset. Energies are from ωB97M-V/def2-TZVPD.

Computed properties:
Orbital gap ... 9.314 eV
HOMO ... -9.10 eV
Energy relative to the best compared isomer or geometry (same formula, charge and spin) ... 106.4 kcal/mol

Positions of all 13 atoms, in Å:
C  -0.22  0.01  -0.68
C  1.12  0.39  0.18
N  -0.46  -1.37  -0.67
C  -0.51  1.10  0.66
O  1.57  -0.72  0.86
C  -1.70  0.59  0.30
O  1.90  1.27  -0.15
O  -2.85  0.33  0.33
H  2.52  -0.60  0.99
H  -0.16  0.51  -1.64
H  -1.20  -1.74  -0.09
H  0.37  -1.94  -0.54
H  -0.37  2.16  0.45

Here are the Mulliken charges for atoms 1 to 4, given in e: C 0.1256; C 0.7037; N -0.5706; C -0.6700

***

Record 2
Here is 2 unconnected molecules or ions with the total composition C4H5NO3 at a distorted geometry from the OMol25 dataset. Energies are from ωB97M-V/def2-TZVPD.

Computed properties:
Orbital gap ... 8.807 eV
HOMO ... -8.67 eV
Energy relative to the best compared isomer or geometry (same formula, charge and spin) ... 159.3 kcal/mol

Positions of all 13 atoms, in Å:
C  0.63  0.24  -1.56
C  1.18  -0.27  0.02
C  -0.42  -0.70  1.58
C  -0.21  0.63  1.73
H  -1.65  0.55  -2.54
H  -1.42  -0.60  -1.18
H  2.26  -0.73  -0.03
H  -0.96  -1.30  2.34
H  -0.89  1.29  2.40
N  -0.65  -0.08  -1.81
O  0.92  1.36  -2.18
O  0.51  -1.34  0.51
O  0.70  0.97  0.72

Here are the Mulliken charges for atoms 1 to 4, given in e: C 0.5365; C 0.1372; C -0.3920; C 0.0652

***

Record 3
Here is 2 unconnected molecules or ions with the total composition C4H5NO3 at a distorted geometry from the OMol25 dataset. Energies are from ωB97M-V/def2-TZVPD.

Computed properties:
Orbital gap ... 8.814 eV
HOMO ... -9.58 eV
Energy relative to the best compared isomer or geometry (same formula, charge and spin) ... 188.5 kcal/mol

Positions of all 13 atoms, in Å:
C  -0.04  -0.10  0.04
C  0.65  0.46  -1.32
C  -0.02  -0.02  -2.33
C  0.97  -0.10  1.22
H  -2.80  0.34  1.14
H  1.63  0.88  -1.12
H  -0.93  -0.76  -2.08
H  -0.27  0.21  -3.56
H  1.29  0.07  3.09
N  -1.33  -0.11  0.13
O  -1.78  -0.68  1.26
O  0.70  -0.72  2.48
O  1.94  0.53  1.04

Here are the Mulliken charges for atoms 1 to 4, given in e: C 0.3041; C -0.3691; C -0.4647; C 0.6496

***

Record 4
Here is C4H5NO4S in the gas phase at a distorted geometry from the OMol25 dataset. Energies are from ωB97M-V/def2-TZVPD.

Computed properties:
Orbital gap (alpha / beta) ... 5.526 / 8.745 eV
Spin multiplicity ... 3
⟨S²⟩ ... 2.04
HOMO (alpha / beta) ... -5.15 / -11.01 eV
Energy relative to the best compared isomer or geometry (same formula, charge and spin) ... 0.0 kcal/mol

Positions of all 15 atoms, in Å:
C  0.98  0.51  0.94
C  2.22  0.00  0.82
C  -0.04  -0.44  0.66
C  0.92  -1.69  0.28
N  -2.06  0.41  -0.88
O  -2.01  -1.85  -0.29
O  -2.46  -0.14  1.49
O  2.16  -1.34  0.40
O  0.54  -2.85  -0.25
S  -1.73  -0.60  0.39
H  0.76  1.53  1.23
H  3.17  0.11  1.33
H  -1.38  0.11  -1.62
H  -1.86  1.31  -0.60
H  -0.42  -2.75  -0.48

Here are the Mulliken charges for atoms 1 to 4, given in e: C -0.3755; C -0.3688; C 0.3864; C 0.0410

***

Record 5
Here is C4H5NO4S2 in the gas phase at a distorted geometry from the OMol25 dataset. Energies are from ωB97M-V/def2-TZVPD.

Computed properties:
Orbital gap ... 8.344 eV
HOMO ... -8.08 eV
Energy relative to the best compared isomer or geometry (same formula, charge and spin) ... 49.7 kcal/mol

Positions of all 16 atoms, in Å:
O  1.14  -1.54  0.70
C  1.32  -0.46  0.00
C  2.54  0.03  -0.29
S  2.47  1.60  -0.95
C  0.72  1.66  -0.80
S  -0.30  2.93  -1.13
N  0.28  0.49  -0.32
C  -1.16  0.34  -0.09
O  -1.42  1.18  0.92
O  -1.31  -1.00  0.47
O  -1.79  0.53  -1.26
H  0.26  -1.75  1.17
H  3.40  -0.64  -0.32
H  -1.52  2.05  0.75
H  -1.34  -0.74  1.44
H  -1.79  1.46  -1.54

Here are the Mulliken charges for atoms 1 to 4, given in e: O -0.5196; C 0.2629; C -0.2877; S -0.1343

***

Record 6
Here is 2 unconnected molecules or ions with the total composition C4H5NO5 from the OMol25 dataset. Energies are from ωB97M-V/def2-TZVPD.

Computed properties:
Orbital gap ... 8.973 eV
HOMO ... -9.94 eV
Energy relative to the best compared isomer or geometry (same formula, charge and spin) ... 106.5 kcal/mol

Positions of all 15 atoms, in Å:
O  0.09  0.47  -0.83
C  0.88  -0.27  -0.28
C  2.21  -0.72  -0.76
C  2.73  -1.56  0.13
C  1.77  -1.72  1.26
O  1.86  -2.41  2.24
N  0.70  -0.89  0.93
O  -0.40  -0.74  1.77
H  2.62  -0.38  -1.69
H  3.67  -2.07  0.11
H  -1.13  -0.37  1.25
O  -3.66  0.93  -0.17
O  -2.31  0.70  0.21
H  -4.04  1.35  0.62
H  -1.79  0.90  -0.59

Here are the Mulliken charges for atoms 1 to 4, given in e: O -0.6343; C 0.7200; C -0.6173; C -0.4442

***

Record 7
Here is C4H5NOS in the gas phase at a distorted geometry from the OMol25 dataset. Energies are from ωB97M-V/def2-TZVPD.

Computed properties:
Orbital gap ... 9.162 eV
HOMO ... -8.39 eV
Energy relative to the best compared isomer or geometry (same formula, charge and spin) ... 50.9 kcal/mol

Positions of all 12 atoms, in Å:
C  -0.49  -0.15  0.19
C  1.45  -0.79  0.49
C  0.78  1.64  -0.34
C  -1.56  -1.10  0.03
N  -0.42  1.03  -0.15
O  1.70  -1.88  0.82
S  2.25  0.80  0.33
H  0.98  1.92  -1.35
H  0.66  2.50  0.24
H  -1.34  -2.03  0.58
H  -1.44  -1.35  -1.01
H  -2.58  -0.61  0.18

Here are the Mulliken charges for atoms 1 to 4, given in e: C 0.3639; C 0.4379; C -0.3503; C -0.9668

***

Record 8
Here is C4H5NOS2 in the gas phase at a distorted geometry from the OMol25 dataset. Energies are from ωB97M-V/def2-TZVPD.

Computed properties:
Orbital gap ... 7.448 eV
HOMO ... -8.70 eV
Energy relative to the best compared isomer or geometry (same formula, charge and spin) ... 23.1 kcal/mol

Positions of all 13 atoms, in Å:
N  -0.05  -1.29  -0.48
C  -0.26  -0.01  -0.10
C  0.48  0.72  0.80
C  1.52  0.19  1.61
S  2.44  1.03  2.66
C  -1.35  0.76  -0.83
O  -1.91  1.69  -0.32
S  -1.80  0.22  -2.47
H  -0.91  -1.84  -0.64
H  0.63  -1.82  0.04
H  0.23  1.80  0.86
H  1.71  -0.91  1.52
H  -0.74  -0.53  -2.64

Here are the Mulliken charges for atoms 1 to 4, given in e: N -0.5306; C 0.6556; C -0.1078; C -0.4797

***

Record 9
Here is C4H5NS in the gas phase at a distorted geometry from the OMol25 dataset. Energies are from ωB97M-V/def2-TZVPD.

Computed properties:
Orbital gap ... 9.543 eV
HOMO ... -8.90 eV
Energy relative to the best compared isomer or geometry (same formula, charge and spin) ... 29.4 kcal/mol

Positions of all 11 atoms, in Å:
C  -2.28  0.91  -0.02
C  -1.08  0.51  0.36
S  -0.45  -1.05  -0.26
C  1.17  -0.84  0.42
C  1.67  0.40  -0.09
N  1.93  1.49  -0.31
H  -2.82  1.73  0.45
H  -2.82  0.32  -0.75
H  -0.41  1.09  0.94
H  1.70  -1.72  0.07
H  1.19  -0.81  1.50

Here are the Mulliken charges for atoms 1 to 4, given in e: C -0.7171; C -0.0308; S -0.0991; C -0.4238

***

Record 10
Here is C4H5NS in the gas phase at a distorted geometry from the OMol25 dataset. Energies are from ωB97M-V/def2-TZVPD.

Computed properties:
Orbital gap ... 10.054 eV
HOMO ... -9.40 eV
Energy relative to the best compared isomer or geometry (same formula, charge and spin) ... 33.4 kcal/mol

Positions of all 11 atoms, in Å:
N  1.71  1.43  1.81
C  1.36  0.66  1.02
C  0.95  -0.42  0.13
C  -0.43  -0.96  0.39
C  -0.33  0.02  -0.76
S  -0.94  1.70  -0.61
H  1.77  -0.94  -0.41
H  -0.98  -0.69  1.29
H  -0.67  -1.89  0.00
H  -0.24  -0.42  -1.82
H  -2.20  1.51  -1.03

Here are the Mulliken charges for atoms 1 to 4, given in e: N -0.4160; C 0.1114; C -0.0432; C -0.5477

***

Record 11
Here is 2 unconnected molecules or ions with the total composition C4H5NS at a distorted geometry from the OMol25 dataset. Energies are from ωB97M-V/def2-TZVPD.

Computed properties:
Orbital gap ... 8.733 eV
HOMO ... -9.73 eV
Energy relative to the best compared isomer or geometry (same formula, charge and spin) ... 111.5 kcal/mol

Positions of all 11 atoms, in Å:
C  -0.54  1.25  -0.63
C  0.60  1.01  -0.02
C  -2.17  -0.29  -0.14
C  0.79  -0.30  0.76
N  -2.99  -1.06  0.21
S  1.75  -1.53  -0.27
H  1.26  1.81  -0.28
H  -0.96  1.99  -1.20
H  0.04  -0.87  1.22
H  1.47  -0.20  1.50
H  0.75  -1.81  -1.15

Here are the Mulliken charges for atoms 1 to 4, given in e: C -0.3490; C 0.0364; C -0.0229; C -0.7957

***

Record 12
Here is C4H5NS in the gas phase at a distorted geometry from the OMol25 dataset. Energies are from ωB97M-V/def2-TZVPD.

Computed properties:
Orbital gap (alpha / beta) ... 5.891 / 6.437 eV
Spin multiplicity ... 3
⟨S²⟩ ... 2.01
HOMO (alpha / beta) ... -5.39 / -9.37 eV
Energy relative to the best compared isomer or geometry (same formula, charge and spin) ... 84.7 kcal/mol

Positions of all 11 atoms, in Å:
C  0.75  0.75  -0.65
C  1.09  1.99  -0.55
C  0.31  -0.45  -0.72
C  -0.42  -0.90  0.33
N  -0.52  -0.68  1.51
S  -1.69  -2.59  -0.38
H  0.54  2.73  -0.97
H  1.98  2.17  -0.04
H  0.62  -1.04  -1.69
H  -1.33  -1.02  2.00
H  -0.78  -2.96  -1.45

Here are the Mulliken charges for atoms 1 to 4, given in e: C -0.1067; C -0.7104; C -0.1357; C 0.5276

***

Record 13
Here is C4H5NS2 in the gas phase at a distorted geometry from the OMol25 dataset. Energies are from ωB97M-V/def2-TZVPD.

Computed properties:
Orbital gap ... 8.542 eV
HOMO ... -9.02 eV
Energy relative to the best compared isomer or geometry (same formula, charge and spin) ... 29.4 kcal/mol

Positions of all 12 atoms, in Å:
N  -2.29  1.67  -0.72
C  -2.02  0.71  -0.15
C  -1.84  -0.61  0.51
C  -0.43  -1.10  0.89
S  0.63  -1.39  -0.54
C  1.50  0.10  -0.65
S  1.62  1.27  0.48
H  -2.36  -0.62  1.45
H  -2.32  -1.40  -0.14
H  0.06  -0.50  1.67
H  -0.46  -2.12  1.24
H  1.80  0.16  -1.68

Here are the Mulliken charges for atoms 1 to 4, given in e: N -0.3769; C 0.1801; C -0.1872; C -0.8309

***

Record 14
Here is C4H5NS2 in the gas phase at a distorted geometry from the OMol25 dataset. Energies are from ωB97M-V/def2-TZVPD.

Computed properties:
Orbital gap ... 8.592 eV
HOMO ... -9.04 eV
Energy relative to the best compared isomer or geometry (same formula, charge and spin) ... 61.5 kcal/mol

Positions of all 12 atoms, in Å:
N  1.38  -1.87  -1.16
C  1.44  -0.90  -0.59
C  1.31  0.18  0.50
C  -0.12  0.81  0.53
S  -0.99  1.28  -0.79
C  -1.88  -0.35  -0.88
S  -1.94  -1.45  0.28
H  1.83  -0.15  1.41
H  2.16  1.00  0.16
H  -0.65  0.09  1.22
H  0.05  1.86  1.13
H  -2.58  -0.49  -1.80

Here are the Mulliken charges for atoms 1 to 4, given in e: N -0.3827; C 0.1403; C -0.2947; C -0.5875

***

Record 15
Here is a molecular structure, C4H5NiO3 at a distorted geometry from the OMol25 dataset. Energies are from ωB97M-V/def2-TZVPD.

Computed properties:
Orbital gap (alpha / beta) ... 7.297 / 8.394 eV
Spin multiplicity ... 4
⟨S²⟩ ... 3.76
HOMO (alpha / beta) ... -7.82 / -8.88 eV
Energy relative to the best compared isomer or geometry (same formula, charge and spin) ... 0.0 kcal/mol

Positions of all 13 atoms, in Å:
O  -0.82  0.89  -0.72
C  0.29  0.72  -0.02
O  1.00  1.72  0.17
Ni  2.59  0.63  0.87
O  1.22  -0.38  1.74
C  0.82  -0.64  0.42
H  0.07  -1.44  0.36
C  -2.04  0.27  -0.31
H  -2.31  -0.54  -1.00
H  -1.96  -0.12  0.71
H  -2.80  1.06  -0.35
C  2.04  -0.79  -0.49
H  1.90  -1.39  -1.40

Here are the Mulliken charges for atoms 1 to 4, given in e: O -0.3126; C 0.4777; O -0.5907; Ni 0.3397

***

Record 16
Here is 2 unconnected molecules or ions with the total composition C4H5O2 at a distorted geometry from the OMol25 dataset. Energies are from ωB97M-V/def2-TZVPD.

Computed properties:
Orbital gap ... 6.557 eV
Charge ... -1
HOMO ... -2.14 eV
Energy relative to the best compared isomer or geometry (same formula, charge and spin) ... 68.8 kcal/mol

Positions of all 11 atoms, in Å:
C  -0.69  -2.09  0.29
C  0.05  1.72  -0.95
C  0.09  1.35  0.31
C  0.38  -1.23  0.46
O  -1.53  -2.70  -0.35
O  -0.06  -2.31  1.47
H  -0.85  1.66  -1.62
H  0.98  2.15  -1.42
H  1.03  1.73  0.89
H  -0.68  1.19  1.02
H  1.27  -1.46  -0.11

Here are the Mulliken charges for atoms 1 to 4, given in e: C 0.8466; C -0.3632; C -0.6305; C -0.6277

***

Record 17
Here is C4H5O2P in the gas phase at a distorted geometry from the OMol25 dataset. Energies are from ωB97M-V/def2-TZVPD.

Computed properties:
Orbital gap (alpha / beta) ... 7.805 / 7.042 eV
HOMO (alpha / beta) ... -9.18 / -8.39 eV
Energy relative to the best compared isomer or geometry (same formula, charge and spin) ... 67.1 kcal/mol

Positions of all 12 atoms, in Å:
C  -0.58  0.06  -1.25
C  0.39  1.38  -0.93
C  -0.77  -1.02  -0.18
C  0.17  -0.74  0.94
O  1.88  1.51  1.57
O  0.59  2.43  -1.47
P  1.28  0.75  0.50
H  -1.28  0.39  -2.05
H  -1.81  -0.98  0.42
H  -0.66  -1.93  -0.81
H  -0.15  -0.40  1.99
H  0.94  -1.43  1.27

Here are the Mulliken charges for atoms 1 to 4, given in e: C -0.5514; C 0.4595; C -0.1400; C -0.7058

***

Record 18
Here is C4H5O2P in the gas phase at a distorted geometry from the OMol25 dataset. Energies are from ωB97M-V/def2-TZVPD.

Computed properties:
Orbital gap (alpha / beta) ... 7.863 / 7.841 eV
HOMO (alpha / beta) ... -8.74 / -8.23 eV
Energy relative to the best compared isomer or geometry (same formula, charge and spin) ... 73.5 kcal/mol

Positions of all 12 atoms, in Å:
C  -0.26  -1.52  0.40
C  -1.56  -1.62  0.26
C  0.37  -0.39  -0.42
C  -0.43  0.88  -0.07
O  0.45  -0.72  -1.79
O  -2.40  -0.87  -0.40
P  -2.30  0.77  -0.23
H  0.34  -2.16  1.00
H  1.41  -0.23  -0.10
H  -0.44  -0.76  -2.15
H  -0.19  1.18  0.95
H  -0.15  1.71  -0.73

Here are the Mulliken charges for atoms 1 to 4, given in e: C -0.2317; C -0.0621; C -0.1713; C -0.7344

***

Record 19
Here is a molecular structure, C4H5O2Pb at a distorted geometry from the OMol25 dataset. Energies are from ωB97M-V/def2-TZVPD.

Computed properties:
Orbital gap (alpha / beta) ... 6.007 / 6.846 eV
Spin multiplicity ... 2
⟨S²⟩ ... 0.75
Charge ... +2
HOMO (alpha / beta) ... -16.39 / -17.38 eV
Energy relative to the best compared isomer or geometry (same formula, charge and spin) ... 41.5 kcal/mol

Positions of all 12 atoms, in Å:
C  -1.85  0.22  0.27
C  -0.61  -0.37  -0.29
C  0.56  -0.65  0.23
C  1.93  -0.36  0.14
O  2.51  -0.14  -0.95
Pb  4.37  -0.01  -1.87
H  -1.98  -0.10  1.32
H  -2.70  -0.21  -0.30
H  -0.29  -1.73  -0.13
H  2.49  -0.25  1.08
O  -1.78  1.61  0.16
H  -2.64  1.99  0.34

Here are the Mulliken charges for atoms 1 to 4, given in e: C -0.1856; C -0.1228; C 0.1554; C 0.0912